Density functional theory data (ωB97M-V/def2-TZVPD) for a cluster of 4 separate species, C33H43ClF13NO5P2S3 in total in a non-equilibrium geometry.

Each line ends with the Mulliken charge.
Element x y z (Å)
1 C -1.334 6.879 -1.259  -0.967
2 C -0.112 6.046 -0.567  0.332
3 S -0.768 4.650 0.519  -0.123
4 C -0.264 3.040 -0.257  -1.045
5 P -1.671 2.005 -1.015  1.186
6 C -0.562 0.469 -0.840  -1.275
7 C 0.848 0.505 -1.590  -0.296
8 C 0.983 -0.620 -2.778  -0.525
9 C 2.077 -1.745 -2.487  -1.212
10 C 1.620 -3.262 -2.717  0.927
11 F 2.541 -3.780 -3.722  -0.347
12 F 0.331 -3.400 -3.354  -0.264
13 C 1.820 -4.233 -1.455  0.472
14 F 3.036 -4.003 -0.743  -0.238
15 F 1.957 -5.566 -1.996  -0.260
16 S 0.426 -4.298 -0.219  1.222
17 F 1.464 -3.601 0.937  -0.347
18 F 1.004 -5.818 0.279  -0.359
19 F -0.611 -5.110 -1.239  -0.287
20 F -0.171 -2.789 -0.598  -0.154
21 F -0.753 -4.407 0.966  -0.311
22 C -1.671 3.181 -2.529  -0.353
23 C -0.613 2.788 -3.677  0.876
24 C -0.883 3.783 -4.953  -0.858
25 C -0.027 5.141 -4.658  0.018
26 S 1.792 4.927 -5.096  1.037
27 O 2.383 6.150 -5.739  -0.559
28 O 1.935 3.659 -5.893  -0.569
29 Cl 2.892 4.623 -3.317  -0.170
30 C -2.838 2.295 0.498  -0.786
31 C -3.940 3.424 0.259  0.333
32 O -4.829 3.548 1.147  -0.546
33 F -4.039 4.297 -0.856  -0.168
34 P -3.241 0.823 -2.056  1.048
35 N -3.703 -0.498 -1.238  -0.900
36 O -4.695 1.707 -2.335  -0.513
37 O -2.745 0.246 -3.607  -0.618
38 H -1.683 6.427 -2.249  0.232
39 H -2.196 6.834 -0.491  0.282
40 H -1.080 7.991 -1.389  0.351
41 H 0.450 6.788 0.102  0.341
42 H 0.646 5.660 -1.345  -0.240
43 H 0.463 3.329 -1.117  -0.024
44 H 0.326 2.450 0.534  0.479
45 H -0.343 0.366 0.297  0.362
46 H -1.072 -0.523 -1.131  0.388
47 H 1.660 0.223 -0.807  0.549
48 H 1.180 1.493 -2.040  0.037
49 H -0.080 -0.979 -2.981  0.288
50 H 1.321 -0.047 -3.727  0.419
51 H 2.990 -1.513 -3.159  0.351
52 H 2.475 -1.662 -1.408  0.401
53 H -1.446 4.283 -2.239  -0.865
54 H -2.707 3.237 -3.055  0.726
55 H 0.440 3.098 -3.299  -0.443
56 H -0.597 1.686 -3.970  -0.007
57 H -1.996 4.102 -4.923  0.450
58 H -0.584 3.285 -5.936  0.367
59 H -0.481 6.064 -5.183  0.449
60 H -0.032 5.374 -3.521  -0.361
61 H -2.241 2.423 1.480  0.608
62 H -3.445 1.330 0.682  0.508
63 H -3.156 -0.554 -0.370  0.240
64 H -5.092 1.379 -3.181  0.335
65 H -2.520 -0.708 -3.449  0.376
66 F 2.746 6.602 -1.186  -0.087
67 C 3.499 7.531 -0.574  0.289
68 C 4.087 7.235 0.646  -0.364
69 C 4.871 8.196 1.277  -0.448
70 C 5.049 9.445 0.686  -0.506
71 C 4.450 9.732 -0.537  -0.431
72 C 3.675 8.768 -1.174  -0.379
73 H 3.930 6.261 1.094  0.404
74 H 5.342 7.972 2.229  0.364
75 H 5.658 10.195 1.182  0.363
76 H 4.587 10.707 -0.994  0.366
77 H 3.208 8.972 -2.131  0.409
78 F -0.025 -7.065 6.908  -0.372
79 C -0.682 -6.104 6.236  0.476
80 C -1.438 -5.179 6.939  -0.565
81 C -2.115 -4.181 6.245  -0.345
82 C -2.036 -4.126 4.855  -0.625
83 C -1.277 -5.064 4.159  -0.295
84 C -0.591 -6.055 4.854  -0.345
85 H -1.495 -5.242 8.020  0.410
86 H -2.703 -3.447 6.785  0.363
87 H -2.567 -3.350 4.313  0.402
88 H -1.220 -5.023 3.077  0.442
89 H 0.010 -6.787 4.330  0.442
90 F -0.866 -8.844 3.500  -0.210
91 C -0.590 -9.957 4.200  0.351
92 C -0.183 -9.847 5.521  -0.055
93 C 0.097 -11.000 6.247  -0.582
94 C -0.023 -12.249 5.641  -0.463
95 C -0.428 -12.347 4.312  -0.443
96 C -0.719 -11.194 3.589  -0.414
97 H -0.087 -8.867 5.973  0.346
98 H 0.409 -10.926 7.283  0.378
99 H 0.200 -13.148 6.207  0.359
100 H -0.516 -13.320 3.841  0.358
101 H -1.044 -11.252 2.556  0.407

E = -145570.7391 eV
SMILES string = CCSCP(CCCCC(F)(F)C(F)(F)S(F)(F)(F)(F)F)(CCCCS(=O)(=O)Cl)(CC(=O)F)P(=N)(O)O.Fc1ccccc1.Fc1ccccc1.Fc1ccccc1
strongest force on any atom = 6.1 eV Å⁻¹
lowest unoccupied orbital energy = -1.69 eV

---

Density functional theory data (ωB97M-V/def2-TZVPD) for a structure of composition C33H43N2O2Si in a non-equilibrium geometry.

Each line ends with the Mulliken charge.
Element x y z (Å)
1 C 5.148 3.200 -0.629  -0.464
2 C 4.191 2.433 0.277  -0.631
3 N 2.836 3.009 0.204  0.253
4 C 1.785 2.222 -0.084  0.798
5 C 0.474 2.642 -0.120  -0.590
6 C -0.601 1.659 -0.129  1.512
7 C -2.007 2.212 -0.250  0.648
8 C -3.027 1.555 -0.978  0.561
9 C -4.228 2.222 -1.269  -1.036
10 C -4.481 3.490 -0.740  -0.482
11 C -3.568 4.041 0.163  -0.915
12 C -2.314 3.439 0.359  -0.431
13 C 2.700 4.438 0.441  -0.433
14 C 4.109 5.023 0.442  -0.658
15 O 4.768 4.569 -0.765  -0.406
16 H 6.170 3.209 -0.205  0.303
17 H 5.165 2.722 -1.622  0.349
18 H 4.120 1.386 -0.036  0.259
19 H 4.603 2.487 1.300  0.363
20 H 2.059 1.189 -0.336  -0.901
21 H 0.238 3.698 -0.273  0.513
22 H -0.454 0.834 -0.835  -1.396
23 H -2.890 0.521 -1.320  0.451
24 H -4.976 1.736 -1.897  0.429
25 H -5.365 4.051 -1.042  0.415
26 H -3.811 4.942 0.730  0.406
27 H -1.579 3.935 1.009  0.294
28 H 2.121 4.936 -0.355  0.364
29 H 2.203 4.596 1.411  0.279
30 H 4.102 6.119 0.342  0.386
31 H 4.604 4.706 1.386  0.319
32 C -0.069 -0.164 -3.274  -1.116
33 Si 0.705 -1.465 -2.192  0.870
34 C 0.354 -3.190 -2.745  -1.133
35 C 2.530 -1.209 -1.922  -1.133
36 O -0.048 -1.172 -0.709  -0.608
37 C -0.556 -1.847 0.431  4.201
38 C -1.858 -2.585 0.078  -0.207
39 C -2.614 -2.258 -1.050  -0.110
40 C -3.813 -2.937 -1.301  -1.379
41 C -4.279 -3.900 -0.407  -0.755
42 C -3.544 -4.202 0.744  -0.954
43 C -2.327 -3.561 0.978  -0.140
44 C 0.555 -2.831 0.887  0.111
45 C 0.560 -4.148 0.417  -0.679
46 C 1.684 -4.950 0.618  -0.825
47 C 2.811 -4.447 1.262  -0.680
48 C 2.790 -3.140 1.751  -0.869
49 C 1.662 -2.334 1.584  -0.542
50 C -0.937 -0.840 1.558  -1.970
51 C -2.389 -0.515 1.957  -0.581
52 C -2.208 0.693 2.885  -0.938
53 C -0.813 1.257 2.569  -0.565
54 N -0.371 0.509 1.353  0.066
55 H 0.496 -0.133 -4.215  0.567
56 H -1.110 -0.421 -3.514  0.287
57 H -0.048 0.846 -2.846  0.324
58 H 0.613 -3.239 -3.812  0.538
59 H 0.977 -3.915 -2.208  0.281
60 H -0.702 -3.462 -2.626  0.286
61 H 3.053 -1.539 -2.834  0.550
62 H 2.780 -0.150 -1.758  0.191
63 H 2.894 -1.808 -1.074  0.240
64 H -2.250 -1.493 -1.748  0.310
65 H -4.352 -2.673 -2.213  0.459
66 H -5.229 -4.394 -0.601  0.428
67 H -3.901 -4.938 1.464  0.446
68 H -1.720 -3.818 1.855  0.498
69 H -0.302 -4.543 -0.123  0.533
70 H 1.662 -5.964 0.230  0.422
71 H 3.688 -5.079 1.399  0.416
72 H 3.659 -2.722 2.251  0.434
73 H 1.632 -1.315 1.991  0.125
74 H -0.489 -1.248 2.489  0.456
75 H -2.993 -0.230 1.072  0.241
76 H -2.822 -1.394 2.453  0.623
77 H -2.995 1.438 2.726  0.372
78 H -2.252 0.408 3.950  0.336
79 H -0.735 2.329 2.384  0.333
80 H -0.119 1.009 3.393  0.541
81 H 0.645 0.468 1.266  0.144

E = -49866.1992 eV
strongest force on any atom = 1.9 eV Å⁻¹
energy relative to the best compared isomer or geometry (same formula, charge and spin) = 0.370 eV
lowest unoccupied orbital energy = -2.65 eV
charge = +1

---

Density functional theory data (ωB97M-V/def2-TZVPD) for a structure of composition C33H43N3O2TeTl.

Each line ends with the Mulliken charge.
Element x y z (Å)
1 Tl -0.066 -0.040 -0.948  0.919
2 C -1.940 -3.825 -1.527  -1.387
3 C -2.677 -2.993 -0.476  1.587
4 C -3.459 -3.886 0.490  -1.708
5 C -3.587 -1.959 -1.112  0.921
6 C -4.550 -2.379 -2.022  -0.204
7 C -5.404 -1.479 -2.631  -1.513
8 C -5.285 -0.132 -2.329  -1.068
9 C -4.338 0.332 -1.421  1.082
10 C -4.284 1.828 -1.167  0.399
11 C -4.601 2.218 0.277  -1.378
12 C -2.970 2.455 -1.633  -0.763
13 C -3.481 -0.591 -0.793  -0.735
14 N -2.459 -0.161 0.081  0.611
15 C -2.658 -0.377 1.372  -0.489
16 O -3.682 -0.780 1.947  -0.774
17 C -1.448 -0.075 2.239  0.157
18 C -1.602 0.161 3.600  -0.567
19 C -0.475 0.437 4.353  -0.757
20 C 0.771 0.438 3.741  -0.776
21 C 0.843 0.157 2.385  0.071
22 N -0.251 -0.077 1.661  0.503
23 C 2.194 0.088 1.684  -0.721
24 O 3.195 0.463 2.323  -0.770
25 N 2.111 -0.393 0.459  1.123
26 C 3.290 -0.599 -0.279  -0.542
27 C 3.680 -1.920 -0.571  0.893
28 C 4.780 -2.134 -1.393  -1.089
29 C 5.504 -1.078 -1.926  -1.546
30 C 5.120 0.216 -1.625  -0.457
31 C 4.023 0.474 -0.809  0.358
32 C 3.644 1.908 -0.503  2.864
33 C 4.757 2.605 0.281  -1.758
34 C 3.277 2.684 -1.769  -1.409
35 C 2.971 -3.136 0.003  0.428
36 C 1.487 -3.248 -0.356  -1.070
37 C 3.169 -3.255 1.517  -1.398
38 H -1.249 -4.521 -1.047  0.339
39 H -1.366 -3.187 -2.202  0.248
40 H -2.636 -4.410 -2.133  0.378
41 H -1.925 -2.460 0.107  -0.565
42 H -4.218 -4.465 -0.046  0.341
43 H -3.954 -3.278 1.246  0.384
44 H -2.789 -4.592 0.988  0.435
45 H -4.635 -3.435 -2.254  0.312
46 H -6.152 -1.819 -3.337  0.362
47 H -5.944 0.586 -2.805  0.345
48 H -5.076 2.256 -1.792  0.470
49 H -3.841 1.855 0.964  0.115
50 H -5.559 1.802 0.593  0.373
51 H -4.650 3.308 0.367  0.447
52 H -2.148 2.124 -0.998  -0.523
53 H -3.034 3.546 -1.582  0.514
54 H -2.735 2.171 -2.661  0.263
55 H -2.598 0.121 4.017  0.538
56 H -0.562 0.645 5.412  0.401
57 H 1.692 0.636 4.272  0.504
58 H 5.074 -3.155 -1.616  0.376
59 H 6.356 -1.265 -2.569  0.337
60 H 5.682 1.049 -2.034  0.326
61 H 2.757 1.883 0.127  -1.380
62 H 5.682 2.642 -0.301  0.416
63 H 4.946 2.067 1.211  0.323
64 H 4.479 3.634 0.523  0.440
65 H 4.127 2.763 -2.452  0.337
66 H 2.958 3.700 -1.516  0.284
67 H 2.459 2.195 -2.302  0.302
68 H 3.468 -3.999 -0.453  0.604
69 H 0.893 -2.535 0.216  -0.129
70 H 1.123 -4.252 -0.121  0.490
71 H 1.318 -3.070 -1.421  0.389
72 H 2.640 -2.462 2.044  0.087
73 H 4.225 -3.182 1.781  0.384
74 H 2.787 -4.215 1.874  0.433
75 C -0.201 4.996 -0.301  -0.947
76 Te -0.110 3.210 0.865  0.386
77 C 1.713 3.765 1.819  -0.887
78 H -0.376 5.863 0.331  0.342
79 H -1.021 4.887 -1.008  0.236
80 H 0.731 5.111 -0.851  0.281
81 H 2.385 4.189 1.076  0.211
82 H 2.168 2.865 2.232  0.174
83 H 1.517 4.485 2.610  0.469

E = -55475.3081 eV
strongest force on any atom = 0.1 eV Å⁻¹
lowest unoccupied orbital energy = 2.17 eV
charge = -1